35
Properties=species:S:1:pos:R:3:mulliken_charge:R:1 method="wB97M-V/def2-TZVPD" max_force_ev_per_a=8.2 e_above_lowest_kcal_mol=0.0 total_energy_ha=-1934.10548 homo_energy_ev=-9.96
O 0.176 1.518 -3.852 -0.5577
O -1.585 -1.073 0.283 -0.5286
O -1.542 4.357 -4.098 -0.6166
O -3.158 2.519 -3.671 -0.5426
O -1.084 -3.322 2.079 -0.6068
O 1.138 -4.261 1.616 -0.6646
O -2.824 4.381 -1.981 -0.4515
O -0.626 -4.264 -0.176 -0.4562
C -0.569 1.557 -2.890 -0.1969
C -0.521 -1.256 -0.233 -0.0974
C 2.715 0.332 3.479 -0.2851
C 1.329 0.338 3.450 -0.8016
C 3.435 -0.423 2.555 -0.7089
C 0.657 -0.421 2.492 0.0937
C 2.747 -1.119 1.554 -0.2464
C 1.366 -1.147 1.513 -0.0521
N -0.267 -0.599 -1.441 -0.1748
N -1.001 2.576 -2.164 0.1026
C -1.569 1.644 -1.185 -0.3975
C -1.158 0.409 -2.057 0.2570
C 0.655 -1.970 0.410 -0.0302
S -2.136 3.419 -3.104 1.1470
S -0.015 -3.490 1.094 1.2798
H -2.676 5.232 -2.417 0.3593
H -1.326 -4.750 0.270 0.3662
H 3.221 0.911 4.250 0.3706
H 0.753 0.946 4.159 0.3573
H 4.510 -0.447 2.576 0.4030
H -0.421 -0.388 2.500 0.4702
H 3.376 -1.722 0.893 0.3068
H 0.678 -0.698 -1.806 0.2988
H -0.975 1.747 -0.236 0.2631
H -2.654 1.759 -0.962 0.2652
H -2.018 -0.014 -2.545 0.3499
H 1.369 -2.280 -0.356 0.7248


54
Properties=species:S:1:pos:R:3:mulliken_charge:R:1 method="wB97M-V/def2-TZVPD" smiles="C=C[C@@H]1C[C@@]1(C)[C@@H](NP(=O)(c1ccccc1)c1ccccc1)c1ccccc1" max_force_ev_per_a=1.0 e_above_lowest_kcal_mol=1.0 total_energy_ha=-1439.61923 homo_energy_ev=-9.01
C -0.617 3.309 4.571 -0.8767
C 0.141 3.015 3.529 -0.8203
C -0.328 2.545 2.209 0.4246
C -1.741 2.116 1.929 -1.0525
C -0.651 1.086 1.959 0.7911
C -0.618 0.130 3.132 -1.8054
H -1.308 -0.697 2.964 0.2941
H -0.904 0.641 4.047 0.5768
H 0.383 -0.277 3.265 0.3270
C -0.192 0.421 0.657 -0.9308
N -0.530 1.221 -0.504 -0.1517
P -0.633 0.573 -2.043 0.8860
O -0.587 1.648 -3.039 -0.8322
C 0.694 -0.672 -2.228 0.0951
C 0.545 -2.003 -1.871 -0.0066
C 1.624 -2.864 -1.969 -0.7900
C 2.850 -2.394 -2.412 -0.4245
C 2.998 -1.064 -2.770 -0.6812
C 1.919 -0.205 -2.680 -0.4488
H 2.003 0.834 -2.966 0.4694
H 3.953 -0.700 -3.119 0.4309
H 3.691 -3.068 -2.481 0.4180
H 1.511 -3.903 -1.696 0.4078
H -0.412 -2.365 -1.522 0.4285
C -2.187 -0.376 -2.059 0.4362
C -3.160 -0.262 -1.079 -0.1975
C -4.347 -0.963 -1.208 -0.7084
C -4.565 -1.768 -2.314 -0.4142
C -3.597 -1.871 -3.301 -0.7155
C -2.410 -1.174 -3.173 -0.4630
H -1.642 -1.233 -3.934 0.4408
H -3.771 -2.492 -4.167 0.3954
H -5.493 -2.312 -2.410 0.3821
H -5.107 -0.878 -0.444 0.4058
H -2.988 0.375 -0.224 0.3625
H -0.072 2.122 -0.554 0.4738
C 1.281 0.075 0.724 0.3115
C 2.261 1.027 0.476 -0.2535
C 3.601 0.688 0.523 -0.9411
C 3.983 -0.608 0.822 -0.5080
C 3.014 -1.563 1.079 -0.9839
C 1.675 -1.222 1.031 0.5458
H 0.924 -1.975 1.224 0.4461
H 3.301 -2.577 1.311 0.4338
H 5.029 -0.873 0.852 0.4314
H 4.351 1.439 0.322 0.4294
H 1.988 2.043 0.234 0.2988
H -0.755 -0.516 0.548 0.8352
H -2.167 2.397 0.978 0.2664
H -2.451 2.111 2.741 0.2045
H 0.180 3.056 1.398 0.4886
H 1.217 3.117 3.603 0.3290
H -0.192 3.646 5.501 0.2684
H -1.692 3.241 4.541 0.2710


76
Properties=species:S:1:pos:R:3:mulliken_charge:R:1 method="wB97M-V/def2-TZVPD" max_force_ev_per_a=0.7 e_above_lowest_kcal_mol=2.0 total_energy_ha=-4862.48668 homo_energy_ev=-6.67
Ca 0.123 0.396 -0.332 1.9779
Br -7.227 -1.512 -0.350 -0.2228
C -5.411 -1.113 -0.718 -0.2495
C -5.094 -0.273 -1.798 -0.4114
C -3.793 0.022 -2.095 -0.8434
C -2.708 -0.506 -1.333 0.0635
O -1.498 -0.243 -1.642 -0.3249
C -3.055 -1.343 -0.222 0.6360
C -2.099 -1.913 0.682 -0.0763
N -0.817 -1.738 0.683 1.5188
C -0.036 -2.412 1.648 -0.2835
C -0.451 -3.465 2.433 -0.9735
C 0.407 -4.061 3.380 -0.9734
C 1.689 -3.627 3.537 -0.9777
C 2.174 -2.575 2.726 1.2361
C 3.499 -2.087 2.829 -0.8754
C 3.913 -1.077 2.014 -1.0209
C 2.994 -0.550 1.081 -0.9169
N 1.758 -0.966 0.972 0.7956
C 1.322 -1.971 1.779 0.1029
C -4.411 -1.629 0.055 -0.9645
H -5.896 0.147 -2.392 0.4142
H -3.544 0.683 -2.915 0.4439
H -2.564 -2.534 1.452 -0.0885
H -1.451 -3.863 2.335 0.4738
H 0.030 -4.877 3.983 0.4129
H 2.351 -4.082 4.264 0.4328
H 4.167 -2.529 3.560 0.4310
H 4.916 -0.676 2.059 0.4373
H 3.294 0.239 0.397 0.5632
H -4.649 -2.265 0.899 0.4841
C -1.674 1.113 2.634 -1.3112
N -0.227 1.177 2.448 1.0230
C 0.434 0.540 3.576 -1.4845
C 0.225 2.580 2.374 -1.3574
C -0.417 3.369 1.253 0.7433
C -0.898 4.644 1.532 -0.7302
C -1.478 5.402 0.521 -0.6116
C -1.579 4.856 -0.749 -0.8126
C -1.103 3.569 -0.990 -0.7008
C -0.495 2.765 -0.014 -0.0026
H -1.991 1.657 3.539 0.3465
H -1.983 0.071 2.737 0.3979
H -2.181 1.555 1.777 0.3283
H 0.225 1.068 4.521 0.4788
H 1.516 0.534 3.425 0.2491
H 0.091 -0.491 3.686 0.3641
H 1.312 2.549 2.239 0.3860
H 0.041 3.069 3.347 0.3627
H -0.826 5.050 2.537 0.3300
H -1.853 6.398 0.728 0.3482
H -2.037 5.430 -1.548 0.3916
H -1.219 3.182 -2.003 0.3310
C 0.974 -4.134 -3.099 -0.7397
N 1.208 -2.695 -3.354 0.0564
C -0.080 -1.936 -3.437 -1.0333
C 2.138 -2.072 -2.316 -0.6396
C 2.542 -0.704 -2.772 0.3393
C 3.458 -0.622 -3.829 -0.7865
C 3.772 0.614 -4.363 -0.6711
C 3.169 1.746 -3.818 -0.6320
C 2.281 1.629 -2.758 -1.1555
C 1.910 0.396 -2.178 0.4701
H 0.323 -4.537 -3.871 0.3539
H 0.494 -4.226 -2.127 0.2435
H 1.928 -4.655 -3.093 0.3539
H 1.690 -2.579 -4.246 0.3943
H -0.605 -2.051 -2.491 0.3830
H -0.661 -2.336 -4.265 0.4038
H 0.149 -0.883 -3.574 0.2811
H 2.964 -2.777 -2.198 0.6059
H 1.549 -2.046 -1.401 -0.1239
H 3.951 -1.514 -4.218 0.3970
H 4.482 0.702 -5.176 0.3745
H 3.401 2.725 -4.224 0.4204
H 1.841 2.544 -2.366 0.4133


34
Properties=species:S:1:pos:R:3:mulliken_charge:R:1 method="wB97M-V/def2-TZVPD" max_force_ev_per_a=7.0 s2=3.7563 charge=-2 total_energy_ha=-1094.58061 homo_energy_ev="2.78 / -0.83" multiplicity=4
Pd -0.842 -0.364 0.031 2.1071
B -1.699 0.386 2.009 1.2620
H -2.354 0.452 1.154 -0.2243
H -2.279 0.742 2.846 -0.2276
H -1.407 -0.634 2.205 -0.3089
H -0.799 0.967 1.880 -0.7270
C -1.026 -2.841 -0.905 1.0424
O -1.728 -2.429 0.018 -0.6711
O -0.371 -1.958 -1.437 -0.6765
O -1.000 -4.070 -1.139 -0.8634
C 1.459 1.941 0.207 -6.7750
O 0.620 1.219 -0.247 2.4634
N 1.178 2.688 1.234 0.8379
N 2.735 2.048 -0.108 -0.0780
H 0.266 2.624 1.663 -0.0175
H 1.719 3.510 1.463 0.4673
H 3.309 2.676 0.437 0.7399
H 3.011 1.415 -0.845 0.7720
C 2.020 -1.554 1.649 -1.4064
O 1.035 -0.948 1.278 0.5386
N 3.252 -1.392 1.172 -0.6760
N 1.970 -2.522 2.534 -0.3344
H 3.874 -2.175 1.319 0.1901
H 3.496 -0.725 0.454 0.2992
H 2.795 -3.055 2.767 0.2103
H 1.031 -2.863 2.679 0.2831
C -2.411 0.847 -2.495 0.0495
O -2.051 0.829 -1.319 -0.4170
N -3.208 1.699 -3.071 -0.4511
N -2.146 -0.119 -3.351 -0.2287
H -3.245 1.650 -4.079 0.1861
H -3.363 2.562 -2.571 0.3069
H -2.443 0.163 -4.274 0.0808
H -1.398 -0.770 -3.157 0.2461


112
Properties=species:S:1:pos:R:3:mulliken_charge:R:1 method="wB97M-V/def2-TZVPD" smiles="CCO[C@@]1(CCCCCCCCCCCCOC)[C@@H](CN)OC(=O)[C@@H]1Br.COCCNCCOC.COCCNCCOC" max_force_ev_per_a=4.6 total_energy_ha=-4599.95873 homo_energy_ev=-8.74
C 4.818 -5.067 -0.092 -0.7614
C 5.596 -4.682 -1.470 -0.2137
O 5.133 -3.410 -1.979 -0.1447
C 6.206 -2.555 -2.410 0.6761
C 7.369 -2.123 -1.419 -1.0769
C 6.939 -1.489 -0.019 -0.8995
C 5.391 -1.195 0.210 1.4861
C 5.116 0.046 1.237 -0.9703
C 4.639 1.389 0.508 -0.6585
C 3.253 1.300 -0.296 -0.2272
C 2.167 0.275 0.312 -0.0778
C 1.974 -1.025 -0.644 0.8556
C 0.520 -1.714 -0.358 -0.3759
C 0.740 -3.216 0.204 -1.2079
C 1.336 -4.220 -0.891 0.9612
C 0.341 -4.530 -2.121 -0.4735
O 0.007 -5.948 -2.104 -0.4265
C 1.053 -6.710 -2.760 -0.4353
C 6.867 -3.444 -3.613 -0.0006
C 5.862 -4.040 -4.728 -0.5029
N 5.901 -5.560 -4.736 -0.6181
O 7.727 -2.478 -4.323 -0.4335
C 6.860 -1.400 -4.623 0.3499
O 6.831 -0.611 -5.576 -0.5683
C 5.812 -1.302 -3.371 -0.6042
Br 6.153 0.543 -2.728 -0.0621
H 3.950 -5.787 -0.315 0.1752
H 4.413 -4.156 0.455 0.0790
H 5.541 -5.626 0.586 0.3353
H 6.701 -4.737 -1.220 0.3151
H 5.268 -5.495 -2.220 0.1538
H 8.121 -1.410 -1.922 0.4887
H 7.991 -3.069 -1.188 0.4128
H 7.318 -2.190 0.816 0.2379
H 7.530 -0.511 0.138 0.2919
H 4.778 -0.970 -0.717 -0.6355
H 4.946 -2.112 0.751 -0.4121
H 4.440 -0.271 2.098 0.3488
H 6.150 0.279 1.693 0.4317
H 5.500 1.804 -0.133 0.1465
H 4.472 2.170 1.345 0.3431
H 3.515 0.887 -1.343 0.1191
H 2.779 2.330 -0.503 0.2540
H 2.341 -0.005 1.401 0.1813
H 1.153 0.825 0.248 -0.2270
H 2.104 -0.759 -1.755 0.2443
H 2.740 -1.845 -0.427 -0.8202
H 0.059 -1.105 0.485 0.3709
H -0.079 -1.715 -1.326 0.0944
H 1.444 -3.235 1.105 0.2712
H -0.300 -3.577 0.532 0.4061
H 2.320 -3.776 -1.291 -0.6697
H 1.528 -5.228 -0.370 0.3495
H 0.926 -4.271 -3.084 0.2400
H -0.610 -3.897 -2.054 0.2851
H 1.097 -6.470 -3.885 0.2516
H 2.095 -6.501 -2.313 0.0812
H 0.832 -7.829 -2.604 0.2675
H 7.576 -4.290 -3.312 0.4480
H 4.777 -3.720 -4.501 0.1601
H 6.129 -3.727 -5.792 0.4416
H 5.996 -5.835 -5.721 0.3054
H 4.964 -5.901 -4.446 0.1940
H 4.743 -1.347 -3.787 0.4184
C -5.206 1.139 -0.135 -0.5769
O -5.044 2.330 -0.888 -0.3690
C -4.852 3.491 -0.077 -0.5685
C -3.419 4.010 -0.205 -0.2401
N -2.466 3.104 0.437 -0.2437
C -1.065 3.390 0.115 -0.6395
C -0.632 3.268 -1.354 -0.6594
O -0.648 1.937 -1.857 -0.3816
C -1.916 1.493 -2.316 -0.5410
H -5.529 0.351 -0.817 0.2699
H -4.261 0.830 0.319 0.2539
H -5.971 1.261 0.638 0.2290
H -5.123 3.315 0.967 0.2197
H -5.529 4.257 -0.468 0.3693
H -3.349 4.996 0.265 0.3836
H -3.203 4.121 -1.272 0.2188
H -2.667 2.153 0.145 -0.0146
H -0.462 2.687 0.701 0.3553
H -0.820 4.395 0.478 0.3977
H 0.414 3.588 -1.406 0.3678
H -1.183 3.943 -2.018 0.4462
H -2.513 2.303 -2.741 0.3389
H -2.457 1.003 -1.504 0.0913
H -1.750 0.742 -3.093 0.3275
C -5.353 4.735 3.468 -0.8915
O -6.389 3.872 3.021 -0.2695
C -6.536 2.701 3.827 -0.7501
C -7.839 2.754 4.625 -0.2691
N -7.778 3.768 5.678 -0.3291
C -9.075 4.062 6.294 -0.6691
C -10.174 4.649 5.394 -0.4671
O -9.907 5.968 4.933 -0.4364
C -9.088 6.037 3.775 -0.5062
H -5.191 5.493 2.699 0.2189
H -5.638 5.244 4.392 0.3989
H -4.418 4.188 3.615 0.3961
H -5.672 2.537 4.477 0.3999
H -6.593 1.854 3.135 0.3091
H -8.022 1.775 5.080 0.4107
H -8.649 2.962 3.919 0.1684
H -7.414 4.629 5.285 0.0780
H -8.881 4.782 7.096 0.3723
H -9.452 3.150 6.771 0.3862
H -11.078 4.730 6.007 0.3526
H -10.438 3.989 4.561 0.3425
H -9.238 5.186 3.107 0.2678
H -8.038 6.117 4.064 0.1449
H -9.345 6.951 3.234 0.3384


17
Properties=species:S:1:pos:R:3:mulliken_charge:R:1 method="wB97M-V/def2-TZVPD" max_force_ev_per_a=0.8 e_above_lowest_kcal_mol=0.0 charge=-1 total_energy_ha=-741.69159 homo_energy_ev=-5.15
C 0.118 1.263 -1.126 -1.2200
C -0.846 0.545 1.047 -0.9172
C -0.332 0.247 -0.133 0.2918
N -1.123 -2.335 0.312 -0.6778
O 1.418 -1.809 -0.137 -0.8609
O -0.261 -1.664 -2.103 -0.7903
O 2.660 0.544 0.684 -0.7109
P 0.046 -1.479 -0.654 0.9851
H -0.214 0.961 -2.117 0.3217
H 1.210 1.279 -1.141 0.3064
H -0.248 2.266 -0.893 0.3870
H -1.002 1.571 1.365 0.3252
H -1.135 -0.228 1.738 0.3807
H 2.350 -0.317 0.322 0.4072
H -1.927 -2.514 -0.275 0.2351
H -0.699 -3.219 0.565 0.2393
H 1.951 0.795 1.281 0.2975